1.
This record from the Open Molecules 2025 dataset describes C40H30FeN2 as an isolated structure in a non-equilibrium geometry. The level of theory is wB97M-V/def2-TZVPD.

**Total charge**: +1
**Relative energy (zero: lowest compared OMol25 entry of this formula, charge and spin)**: 254.02 kJ/mol
**Gap between HOMO and LUMO (spin up / spin down)**: 6.9 / 5.6 eV
**HOMO level (spin up / spin down)**: -9.77 / -9.89 eV
**Electronic energy**: -79324.5436 eV
**<S²>**: 8.888
**2S+1**: 6

Structure (XYZ):
```
73
C40H30FeN2 (wB97M-V/def2-TZVPD)
Fe -1.37 -0.50 -1.67
C -4.04 1.24 1.76
C -3.90 0.59 0.48
N -2.78 0.47 -0.14
C -1.61 1.19 0.40
C -1.70 1.76 1.78
C -2.94 1.76 2.41
C -0.51 2.26 2.40
C 0.78 2.29 1.94
C 1.38 1.79 0.68
C 2.56 2.34 0.18
C 3.05 1.92 -1.04
C 2.35 0.97 -1.76
N 1.23 0.40 -1.29
C 0.80 0.77 -0.09
H -5.02 1.27 2.23
H -4.77 0.11 0.02
H -3.04 2.18 3.40
H -0.66 2.71 3.38
H 1.48 2.81 2.58
H 3.07 3.11 0.75
H 3.96 2.35 -1.45
H 2.68 0.66 -2.75
C -2.68 6.24 -1.23
C -1.80 5.63 -2.12
C -1.37 4.34 -1.90
C -1.80 3.60 -0.77
C -2.70 4.24 0.12
C -3.12 5.53 -0.11
C -1.32 2.27 -0.65
C -0.46 0.17 0.41
C -0.50 -1.02 1.04
C -1.63 -1.44 1.87
C -1.56 -2.52 2.65
C -0.39 -3.40 2.67
C 0.65 -3.14 1.89
C 0.69 -1.97 0.93
H -3.03 7.25 -1.41
H -1.44 6.17 -2.99
H -0.67 3.87 -2.59
H -3.05 3.73 1.00
H -3.81 6.00 0.58
H -0.73 1.93 -1.50
H -2.51 -0.82 1.92
H -2.40 -2.76 3.30
H -0.37 -4.25 3.34
H 1.53 -3.77 1.89
H 1.57 -1.39 1.18
C 5.92 -2.80 1.10
C 5.17 -1.64 0.95
C 3.94 -1.67 0.32
C 3.42 -2.88 -0.17
C 4.19 -4.03 -0.04
C 5.42 -4.00 0.60
C 2.11 -2.96 -0.88
C 0.92 -2.52 -0.49
C -0.25 -2.63 -1.40
C -0.12 -2.25 -2.75
C -1.22 -2.23 -3.60
C -2.48 -2.59 -3.14
C -2.61 -3.02 -1.83
C -1.52 -3.04 -0.97
H 6.88 -2.77 1.59
H 5.56 -0.69 1.32
H 3.39 -0.75 0.18
H 3.81 -4.97 -0.44
H 6.00 -4.91 0.70
H 2.15 -3.49 -1.83
H 0.85 -1.94 -3.11
H -1.08 -1.91 -4.63
H -3.34 -2.56 -3.80
H -3.58 -3.33 -1.45
H -1.65 -3.36 0.06
```

2.
This record from the Open Molecules 2025 dataset describes a 2-piece molecular cluster, C7H11F4O3P overall in a non-equilibrium geometry. The level of theory is wB97M-V/def2-TZVPD.

**Total charge**: 0
**Relative energy (zero: lowest compared OMol25 entry of this formula, charge and spin)**: 202.50 kJ/mol
**Gap between HOMO and LUMO (spin up / spin down)**: 9.0 / 8.2 eV
**HOMO level (spin up / spin down)**: -10.19 / -9.86 eV
**Electronic energy**: -33734.5449 eV
**2S+1**: 1

Structure (XYZ):
```
26
C7H11F4O3P (wB97M-V/def2-TZVPD)
C 0.65 -0.96 -0.80
C 0.25 -0.26 -2.72
C -2.64 -0.21 -0.77
C 1.41 1.50 3.36
C -1.86 -0.10 0.56
C 2.14 0.39 2.58
C -0.01 -1.23 -3.81
O 1.65 1.45 0.01
O -0.75 0.84 0.44
O 1.07 -0.28 1.76
F -0.52 0.77 -2.76
F -1.34 -1.63 -3.91
F 0.75 -2.30 -3.86
F 0.21 -0.63 -5.00
P 0.75 0.37 0.33
H 1.46 -1.75 -0.80
H -3.08 0.78 -1.05
H -2.00 -0.61 -1.56
H -3.53 -0.76 -0.57
H 1.41 2.51 2.91
H 0.46 1.10 3.65
H 2.00 1.43 4.24
H -1.50 -1.10 0.85
H -2.43 0.39 1.42
H 2.46 -0.42 3.39
H 3.04 0.72 2.13
```

3.
This record from the Open Molecules 2025 dataset describes C31H18Br3N5O2SeTi as an isolated structure in a non-equilibrium geometry. The level of theory is wB97M-V/def2-TZVPD.

**Total charge**: +1
**Gap between HOMO and LUMO (spin up / spin down)**: 5.4 / 6.4 eV
**HOMO level (spin up / spin down)**: -9.42 / -10.47 eV
**Electronic energy**: -342571.6576 eV
**<S²>**: 0.805
**2S+1**: 2

Structure (XYZ):
```
61
C31H18Br3N5O2SeTi (wB97M-V/def2-TZVPD)
Ti 0.37 0.22 0.44
Br 1.80 -0.03 7.64
C 1.45 0.33 5.81
C 1.53 1.65 5.35
C 1.27 1.92 4.02
C 0.91 0.90 3.12
O 0.59 1.20 1.88
C 0.82 -0.44 3.60
C 0.48 -1.53 2.75
N 0.28 -1.45 1.45
C 0.01 -2.57 0.68
C -0.31 -3.84 1.14
C -0.50 -4.91 0.26
C -0.33 -4.76 -1.09
C -0.03 -3.49 -1.62
C 0.18 -3.24 -3.00
C 0.42 -1.96 -3.43
C 0.42 -0.92 -2.50
N 0.24 -1.11 -1.20
C 0.07 -2.37 -0.74
C 1.10 -0.69 4.96
H 1.80 2.45 6.02
H 1.32 2.93 3.65
H 0.43 -2.50 3.25
H -0.40 -4.03 2.20
H -0.76 -5.87 0.67
H -0.43 -5.59 -1.76
H 0.16 -4.07 -3.69
H 0.58 -1.75 -4.47
H 0.55 0.10 -2.84
H 1.02 -1.70 5.34
Br 4.98 -0.51 -0.81
C 3.87 0.91 -1.37
C 4.31 1.86 -2.29
C 3.48 2.88 -2.70
Br 4.11 4.17 -3.93
C 2.15 2.97 -2.22
C 1.21 3.95 -2.59
C -0.07 3.89 -2.08
C -0.41 2.87 -1.19
N 0.44 1.94 -0.81
C 1.71 1.98 -1.29
C 2.59 0.96 -0.82
O 2.16 0.09 0.05
H 5.31 1.78 -2.69
H 1.50 4.73 -3.27
H -0.80 4.64 -2.35
H -1.42 2.80 -0.79
Se -2.06 0.92 2.23
N -1.63 0.39 0.56
C -2.77 0.35 -0.17
C -2.88 -0.04 -1.51
C -4.12 -0.05 -2.10
C -5.28 0.35 -1.40
C -5.20 0.76 -0.10
C -3.95 0.75 0.55
N -3.75 1.09 1.83
H -2.00 -0.34 -2.06
H -4.22 -0.36 -3.13
H -6.23 0.33 -1.90
H -6.07 1.07 0.46
```

4.
This record from the Open Molecules 2025 dataset describes C16H36BF2FeN4O2P2SSe as an isolated structure in a non-equilibrium geometry. The level of theory is wB97M-V/def2-TZVPD.

**Total charge**: +1
**Relative energy (zero: lowest compared OMol25 entry of this formula, charge and spin)**: 0.00 kJ/mol
**Gap between HOMO and LUMO (spin up / spin down)**: 8.5 / 8.9 eV
**HOMO level (spin up / spin down)**: -10.30 / -10.94 eV
**Electronic energy**: -162487.5009 eV
**<S²>**: 6.012
**2S+1**: 5

Structure (XYZ):
```
66
C16H36BF2FeN4O2P2SSe (wB97M-V/def2-TZVPD)
Fe -0.38 1.60 0.11
C -3.28 4.54 0.62
P -2.76 3.35 1.85
C -2.50 4.24 3.38
C -4.12 2.21 2.10
O -1.50 2.62 1.45
H -4.07 5.18 1.03
H -3.66 4.03 -0.26
H -2.43 5.16 0.34
H -3.43 4.71 3.72
H -1.75 5.01 3.22
H -2.14 3.55 4.14
H -5.05 2.76 2.31
H -3.90 1.56 2.94
H -4.25 1.62 1.20
C -0.48 -3.18 1.79
C -0.20 -2.70 3.21
C -0.81 -1.34 3.54
S -0.06 0.15 2.86
O -0.17 -0.01 1.34
C 1.68 -0.11 3.30
C 2.51 -0.92 2.29
C 3.61 -0.08 1.65
H 0.03 -4.12 1.60
H -0.14 -2.44 1.06
H -1.55 -3.33 1.63
H 0.88 -2.67 3.40
H -0.61 -3.41 3.93
H -0.81 -1.15 4.61
H -1.85 -1.28 3.20
H 1.65 -0.56 4.29
H 2.08 0.90 3.41
H 1.86 -1.32 1.51
H 2.95 -1.77 2.81
H 3.19 0.78 1.12
H 4.18 -0.67 0.94
H 4.31 0.30 2.40
Se -2.43 1.54 -1.55
C -2.79 -0.14 -2.18
N -2.93 -1.22 -2.58
C 0.70 -2.91 -3.77
N -0.21 -1.81 -3.26
C -0.08 -0.61 -4.21
N 1.27 -0.20 -4.33
C 2.11 -1.31 -4.78
N 2.04 -2.45 -3.87
C 2.66 -2.15 -2.57
P 1.84 -0.74 -1.66
C 0.15 -1.46 -1.85
C 1.77 0.42 -3.10
H 0.32 -3.21 -4.75
H 0.61 -3.75 -3.07
H -1.21 -2.06 -3.25
H -0.71 0.18 -3.81
H -0.47 -0.96 -5.17
H 3.14 -0.97 -4.85
H 1.77 -1.63 -5.77
H 3.71 -1.91 -2.74
H 2.63 -3.04 -1.94
H -0.61 -0.78 -1.48
H 0.08 -2.37 -1.26
H 2.77 0.82 -3.27
H 1.13 1.27 -2.85
F 2.68 2.74 -0.87
B 1.47 2.62 -0.32
F 1.59 2.88 1.05
```

5.
This record from the Open Molecules 2025 dataset describes a 2-piece molecular cluster, CH4O3 overall in a non-equilibrium geometry. The level of theory is wB97M-V/def2-TZVPD.

**Total charge**: 0
**Relative energy (zero: lowest compared OMol25 entry of this formula, charge and spin)**: 59.83 kJ/mol
**Gap between HOMO and LUMO**: 11.8 eV
**HOMO level**: -11.21 eV
**SMILES**: O=CO.O
**Electronic energy**: -7244.0312 eV
**2S+1**: 1

Structure (XYZ):
```
8
CH4O3 (wB97M-V/def2-TZVPD)
O 2.85 0.40 1.65
C 1.84 0.34 0.92
O 0.66 1.04 1.22
H 1.72 -0.17 -0.06
H 0.80 1.36 2.15
O -2.90 -0.83 -1.71
H -1.92 -0.68 -1.73
H -3.06 -1.47 -2.44
```

6.
This record from the Open Molecules 2025 dataset describes C33H34N5O3PPtS5 as an isolated structure in a non-equilibrium geometry. The level of theory is wB97M-V/def2-TZVPD.

**Total charge**: +2
**Relative energy (zero: lowest compared OMol25 entry of this formula, charge and spin)**: 88.81 kJ/mol
**Gap between HOMO and LUMO (spin up / spin down)**: 6.8 / 5.7 eV
**HOMO level (spin up / spin down)**: -12.71 / -13.35 eV
**Electronic energy**: -115059.5582 eV
**<S²>**: 6.027
**2S+1**: 5

Structure (XYZ):
```
82
C33H34N5O3PPtS5 (wB97M-V/def2-TZVPD)
Pt -0.29 0.47 -0.12
N 0.71 2.67 -1.49
N -0.14 3.77 -1.53
C -1.37 3.71 -1.05
N -2.16 4.76 -1.11
N -1.74 2.50 -0.47
N -2.89 2.36 0.06
O -3.66 0.79 -0.56
O -3.82 3.07 0.17
H 1.49 2.83 -0.85
H 1.05 2.45 -2.42
H 0.20 4.66 -1.88
H -1.87 5.63 -1.53
H -3.09 4.70 -0.74
S 0.41 1.76 1.83
S 1.55 0.57 2.87
S 0.84 -1.43 2.66
S 0.17 -1.69 0.84
O 2.38 0.26 -0.38
S 3.31 0.38 -1.56
C 4.60 1.66 -1.14
C 4.18 2.57 -0.03
C 3.55 3.78 -0.31
C 3.18 4.64 0.72
C 3.45 4.30 2.04
C 4.09 3.10 2.32
C 4.44 2.23 1.29
C 4.41 -1.10 -1.55
C 4.89 -1.46 -0.18
C 4.05 -2.17 0.68
C 4.48 -2.49 1.96
C 5.74 -2.11 2.39
C 6.58 -1.41 1.54
C 6.15 -1.08 0.26
H 4.76 2.21 -2.07
H 5.50 1.11 -0.87
H 3.42 4.09 -1.34
H 2.70 5.59 0.49
H 3.18 4.98 2.84
H 4.33 2.85 3.34
H 4.94 1.30 1.52
H 5.22 -0.84 -2.23
H 3.80 -1.89 -1.99
H 3.08 -2.48 0.33
H 3.83 -3.06 2.61
H 6.07 -2.37 3.39
H 7.57 -1.12 1.87
H 6.84 -0.57 -0.41
C -7.55 -2.62 -1.65
C -6.47 -2.73 -2.52
C -5.24 -2.18 -2.17
C -5.10 -1.54 -0.94
C -6.19 -1.43 -0.08
C -7.41 -1.97 -0.43
P -3.59 -0.71 -0.44
C -2.20 -1.35 -1.45
C -1.32 -0.42 -2.04
C -0.21 -0.87 -2.75
C 0.05 -2.23 -2.86
C -0.85 -3.15 -2.32
C -1.97 -2.71 -1.62
C -3.32 -1.27 1.27
C -3.47 -2.62 1.59
C -3.31 -3.04 2.90
C -3.00 -2.13 3.89
C -2.84 -0.78 3.58
C -3.01 -0.36 2.27
H -8.50 -3.04 -1.93
H -6.59 -3.23 -3.47
H -4.41 -2.25 -2.86
H -6.07 -0.92 0.87
H -8.25 -1.88 0.24
H -1.69 0.59 -2.18
H 0.42 -0.17 -3.28
H 0.91 -2.59 -3.41
H -0.68 -4.21 -2.45
H -2.67 -3.43 -1.21
H -3.72 -3.34 0.82
H -3.43 -4.09 3.15
H -2.89 -2.45 4.92
H -2.61 -0.06 4.35
H -2.95 0.69 2.03
```